# 1
ORCA calculation (wB97M-V/def2-TZVPD) on C49H48BrClN6O3SiSn as an isolated structure at a distorted geometry.

M = 1031.116 g/mol
ΔE to the lowest compared entry with this formula, charge and spin = 2735.2 kJ/mol
orbital gap = 2.8 eV
net charge = -2

The geometry in XYZ format:
```
110
Properties=species:S:1:pos:R:3:forces:R:3
Sn 0.049 0.085 -0.196 0.0853 0.3495 1.3318
Br 6.760 4.117 2.908 -0.0021 -0.0162 0.0083
Cl 0.837 2.749 -2.147 1.0444 0.7202 2.6081
Si -0.786 1.666 -2.263 -7.2214 -1.0349 -2.2610
O 4.342 -0.505 1.573 -0.0056 -0.1032 0.0670
O 2.209 -0.108 1.085 -0.3864 0.5204 -0.1239
O -3.262 -11.698 -5.794 0.0160 0.0299 0.0472
N -0.864 -6.538 -2.806 0.0803 -0.1975 -0.0485
N -2.961 -5.837 -2.935 -0.0904 -0.0843 -0.0495
N -2.004 1.545 -1.006 1.2423 0.1122 0.4294
N -1.960 -1.527 -0.771 -0.0568 -0.3790 -0.0516
N -0.635 2.361 0.704 -0.4929 -0.0493 0.2349
N 0.537 -2.475 -0.408 -0.0168 -0.3324 0.1172
C -1.697 -2.769 -1.205 -0.1648 -0.0166 -0.0708
C 1.777 -2.889 -0.218 0.0439 0.2171 0.0539
C 0.649 2.822 2.697 -0.0662 0.0045 -0.1648
C 0.049 -4.516 -1.577 0.0067 0.0711 0.0145
C 3.775 1.744 1.234 -0.0865 -0.1127 0.0791
C -1.445 -9.031 -4.168 -0.0017 0.1280 0.0670
C -2.673 -2.815 3.495 0.0199 0.0330 0.0023
C -4.005 -3.092 -1.812 0.1021 -0.0331 -0.0300
C -2.086 4.697 0.864 0.0700 -0.0709 0.1149
C -0.941 -0.417 1.700 0.2858 -0.1886 -0.1610
C -0.330 -3.263 -1.066 0.2250 -0.0489 -0.0268
C -3.737 -8.367 -4.297 0.1585 0.0777 0.0776
C -1.480 -0.846 2.698 -0.0054 0.0257 -0.0160
C 3.084 2.643 0.444 0.1877 0.0796 0.2620
C 5.054 1.241 -2.281 0.0618 0.1197 -0.0581
C -1.711 2.954 -3.542 0.9611 -0.0226 0.9896
C -1.692 2.551 -0.146 -0.6129 -0.3648 0.8463
C -1.015 4.462 1.729 -0.0670 0.1196 0.0362
C -1.268 0.216 -3.405 0.5732 -0.4323 0.2371
C -4.054 -9.564 -4.930 -0.1654 -0.0424 -0.0696
C 2.243 -4.110 -0.718 -0.0885 -0.1778 -0.0679
C 2.175 3.150 -2.688 5.7408 1.3848 -0.1629
C 4.882 2.179 1.965 0.0104 -0.0100 0.0087
C -0.967 -5.300 -2.223 -0.2351 0.1497 0.0114
C -0.350 3.245 1.655 -0.1072 -0.1068 -0.0112
C -4.262 -1.845 -1.299 -0.0444 -0.0901 0.0029
C 1.376 -4.926 -1.405 -0.0281 0.0343 0.0030
C -3.059 -10.496 -5.181 0.0699 0.0539 0.0486
C -2.436 -8.078 -3.903 -0.1289 -0.2389 -0.1428
C -2.138 -1.427 3.878 -0.0199 0.0082 -0.0392
C 2.861 0.009 -3.031 0.0628 0.0556 -0.1986
C 4.606 3.544 -3.254 0.6662 -0.4255 -0.5228
C -2.070 -6.837 -3.225 0.0707 0.2729 0.1571
C -2.474 3.728 -0.030 0.2564 -0.0590 -0.0472
C -3.302 -0.529 4.316 0.0369 -0.0063 -0.0174
C -1.122 -1.560 5.020 -0.0101 0.0113 -0.0509
C 0.405 3.919 -1.358 -0.2229 4.9183 2.2505
C -2.264 -4.843 -2.292 0.2320 -0.0987 0.0170
C -4.592 -12.053 -6.096 -0.0537 -0.0397 -0.0412
C 3.254 3.733 -3.346 -1.4058 0.2645 0.3739
C 3.405 0.263 1.302 0.3403 -0.3987 -0.0181
C -3.200 -1.081 -0.799 -0.0115 0.0158 -0.0255
C 4.573 4.422 1.098 -0.0636 -0.1643 0.0326
C -1.749 -10.218 -4.793 0.0045 -0.0603 -0.0596
C 3.873 0.568 -2.684 -0.1262 0.1224 0.1219
C 3.483 3.969 0.369 0.1726 0.3585 0.0246
C 5.380 2.520 -2.607 -0.3670 0.0048 -0.1462
C 5.249 3.505 1.890 0.0402 0.0572 0.0159
C -2.693 -3.581 -1.781 -0.0398 0.1210 0.0444
H -0.745 -0.577 5.302 0.0203 -0.0051 0.0102
H 1.269 1.611 -2.507 1.1356 -4.2159 -2.6433
H -3.387 -2.726 2.675 -0.0233 -0.0182 0.0078
H 2.234 2.312 -0.132 0.2326 0.0642 0.2982
H -3.937 -5.819 -3.165 0.0061 0.0010 -0.0105
H -4.798 -3.694 -2.242 -0.0350 0.0304 0.0155
H 4.883 5.457 1.050 0.0494 -0.0106 0.0201
H -5.265 -1.440 -1.296 0.0104 0.0395 -0.0063
H 1.886 -0.268 -3.352 0.0772 -0.2949 0.0254
H -4.016 -0.421 3.498 -0.0252 0.0196 0.0165
H -0.967 -0.787 -3.094 0.0153 -0.0939 -0.1626
H -0.841 3.285 -4.103 -0.4658 0.3353 -0.9837
H -4.536 -7.660 -4.112 -0.0261 -0.0172 -0.0153
H 2.916 4.576 -3.970 0.6393 0.4343 0.2984
H -5.219 -12.061 -5.199 0.0189 0.0090 0.0013
H -3.816 -0.952 5.185 0.0102 -0.0191 0.0023
H 0.373 3.193 -3.180 -1.8314 0.3584 -3.8493
H 1.466 3.538 2.791 0.0614 -0.0116 -0.0299
H -3.307 3.841 -0.710 -0.0188 0.0650 0.0151
H -2.933 0.464 4.573 -0.0173 0.0125 0.0001
H -0.985 -10.956 -5.000 0.0192 0.0108 0.0179
H 3.272 -4.401 -0.557 0.0174 0.0529 0.0246
H -0.274 -2.163 4.694 0.0184 -0.0049 0.0330
H 5.206 4.308 -3.745 -0.0130 -0.0364 -0.0535
H -5.078 -9.746 -5.223 0.0082 -0.0076 0.0085
H -2.619 5.641 0.917 -0.0388 -0.0199 0.0097
H 1.253 2.145 -1.068 0.3462 -1.0946 1.0796
H -5.035 -11.379 -6.835 0.0200 0.0082 0.0108
H -2.507 2.609 -4.202 0.0186 -0.2180 0.1243
H -4.550 -13.057 -6.511 -0.0104 0.0110 -0.0053
H -0.721 5.200 2.466 -0.0066 -0.0378 0.0406
H 1.039 1.840 2.435 0.1321 0.0350 0.0581
H 5.429 1.466 2.565 0.0152 -0.0167 -0.0201
H -3.325 -0.058 -0.462 0.0109 0.0424 -0.0123
H 2.405 -2.206 0.352 0.0751 0.0029 -0.0692
H -1.853 -3.449 3.155 -0.0038 -0.0274 0.0220
H 2.948 4.671 -0.259 -0.1074 -0.2132 -0.0573
H 6.397 2.822 -2.368 0.0082 -0.0220 0.1134
H -2.018 3.820 -2.953 -0.2818 0.0169 -0.0784
H -0.983 0.399 -4.442 0.1091 -0.0432 -0.0110
H -1.580 -2.029 5.896 -0.0198 0.0011 -0.0044
H 5.779 0.652 -1.731 -0.0335 0.0041 0.0686
H -2.350 0.323 -3.323 -0.0659 -0.1965 -0.0645
H 0.143 2.745 3.663 0.0232 0.0028 0.0153
H 1.684 -5.880 -1.814 0.0288 -0.0044 0.0242
H -3.166 -3.294 4.348 -0.0048 0.0055 0.0059
H -0.433 -8.803 -3.859 0.0201 -0.0368 -0.0189
H 0.000 4.859 -1.060 -0.5915 0.0674 -0.3253
```
Forces are in eV/Å.

Löwdin population analysis, charges in e, atoms 1 to 2:
1 Sn 1.27
2 Br 0.62

---

# 2
ORCA calculation (wB97M-V/def2-TZVPD) on C49H48ClCsN3O8P2 as an isolated structure at a distorted geometry.

M = 1037.242 g/mol
ΔE to the lowest compared entry with this formula, charge and spin = 37.9 kJ/mol
orbital gap = 6.5 eV
net charge = -1

The geometry in XYZ format:
```
112
Properties=species:S:1:pos:R:3:forces:R:3
Cs 1.353 3.297 1.472 1.5178 -0.0307 -0.3442
Cl -1.280 3.293 3.034 -0.8485 0.0312 0.4729
P -0.121 -0.801 -1.811 -0.5454 0.4136 -0.5758
P -0.923 -1.119 2.036 -0.0423 0.1009 0.0296
O -1.248 -2.751 -0.307 -0.0584 0.1360 0.0193
O -0.799 2.300 2.085 -2.2982 -0.9119 0.7569
O 0.762 1.834 -1.380 -0.2157 0.3441 0.3679
O 2.666 -1.081 -0.717 1.0824 0.1185 0.3849
O -1.406 2.692 4.329 0.0235 0.0013 0.0092
O 3.360 4.072 0.217 1.7565 0.5832 -1.0266
O -0.293 4.359 3.085 -1.2458 0.5460 1.0306
O -2.534 3.820 2.580 -0.0009 -0.0280 -0.0064
N 0.589 4.662 -1.890 0.0328 -0.0079 -0.0140
N 3.332 2.807 -0.113 1.1831 0.0232 -0.8956
N 2.915 0.279 -0.496 0.0938 -0.3935 0.0865
C -2.051 0.823 -0.618 0.0315 0.0806 -0.1313
C -0.697 -2.406 -2.496 0.2217 0.0375 -0.5571
C -3.600 -5.830 -0.979 -0.0288 0.0112 0.0134
C 2.868 -2.358 2.941 0.0747 0.0399 0.0481
C -1.198 -3.288 -1.552 -0.0932 -0.1256 0.0425
C -4.164 0.352 3.963 -0.0016 0.0116 0.0128
C 5.417 2.474 1.151 -0.0597 -0.0197 0.0292
C -1.566 -4.961 -3.183 0.0249 0.0695 0.0663
C -1.952 -4.850 0.621 0.0179 -0.0181 0.0043
C 2.063 1.079 -5.419 0.1144 -0.0713 0.0206
C -3.841 0.308 5.311 -0.0111 -0.0008 0.0157
C -1.689 -0.610 4.757 -0.0515 -0.0384 0.0427
C 1.767 5.169 -2.235 0.0593 -0.0224 0.0647
C -1.638 -3.650 3.140 -0.0983 0.0075 -0.0048
C 2.115 6.494 -2.025 -0.0211 0.0214 0.0019
C -1.553 -3.524 0.761 0.0299 -0.2151 0.2853
C -1.401 -2.897 1.998 -0.0550 -0.2550 0.1305
C 2.529 -0.283 4.086 -0.0446 0.0464 -0.0394
C 1.562 -2.316 2.485 -0.0848 0.0462 -0.0173
C -2.209 -5.553 1.795 0.0225 0.0010 -0.0045
C 2.544 -0.069 -4.805 0.0523 0.1230 -0.1286
C 0.655 -0.066 -3.293 0.0591 -0.1854 -0.3948
C -2.115 -5.507 -0.749 0.0290 0.0524 0.0464
C -1.760 0.019 -1.717 -0.0634 0.0473 0.0853
C -2.601 -0.171 5.705 -0.0065 -0.0104 -0.0128
C 5.045 -0.422 0.553 -0.1066 0.0182 -0.0737
C 4.241 2.005 0.341 0.2297 0.2137 0.0506
C -2.048 -4.972 3.044 0.0304 0.0356 -0.0805
C 1.558 8.775 -1.110 -0.0037 0.0304 -0.0014
C 3.357 -1.345 3.754 -0.0291 -0.0085 -0.0034
C -1.297 -6.808 -0.795 -0.0100 0.0117 0.0376
C -2.731 -0.163 -2.701 0.0529 -0.0178 0.0251
C 1.224 -0.228 3.612 0.2363 0.1547 0.0535
C -4.246 1.263 -1.496 -0.0627 -0.0306 -0.0233
C -3.966 0.459 -2.596 0.0031 0.0353 0.0425
C -0.017 6.809 -1.034 -0.0033 -0.0292 0.0231
C -1.621 -4.569 -1.843 -0.0658 -0.2160 -0.0389
C -0.280 5.476 -1.290 -0.0312 0.0253 0.0235
C -2.005 -0.572 3.402 0.0175 0.0241 0.1013
C 1.213 7.345 -1.408 -0.0029 -0.0462 -0.0142
C -0.655 -2.828 -3.816 -0.0008 -0.0978 -0.0343
C -3.291 1.443 -0.507 0.0463 -0.0289 0.0294
C 1.850 -0.628 -3.744 -0.2122 -0.1385 0.0858
C 0.191 1.092 -3.904 -0.0617 -0.0317 -0.3604
C 0.891 1.661 -4.959 -0.1549 -0.0232 0.0516
C -1.095 -4.104 -4.165 -0.0183 0.0868 0.1691
C 4.019 0.571 0.082 -0.2764 -0.2237 -0.1519
C -3.249 -0.078 3.016 0.0186 0.0500 0.0485
C 0.715 -1.257 2.819 0.2069 -0.0604 -0.0030
H 4.376 -1.377 4.119 0.0176 -0.0071 -0.0049
H 3.470 -0.521 -5.140 -0.0040 0.0015 0.0014
H -1.630 -7.506 -0.027 -0.0091 -0.0134 0.0145
H 2.249 -1.507 -3.250 0.0078 0.0324 -0.0249
H -0.239 -6.601 -0.635 0.0157 0.0111 0.0045
H -0.709 1.569 -3.539 0.0173 -0.0125 -0.0135
H 5.266 -0.249 1.607 -0.0035 -0.0087 0.0184
H -3.967 -6.514 -0.212 -0.0037 -0.0077 0.0128
H 0.743 9.443 -1.392 -0.0147 0.0110 -0.0017
H 1.731 -1.041 -0.980 -0.1815 -0.1498 0.2594
H -0.718 -0.968 5.078 -0.0401 -0.0162 0.0012
H -5.119 0.748 3.645 -0.0341 0.0152 -0.0049
H -5.213 1.744 -1.409 0.0054 0.0029 -0.0057
H 5.442 3.560 1.101 -0.0022 0.0222 -0.0137
H -1.221 5.031 -0.986 -0.0168 0.0079 -0.0183
H 1.736 8.908 -0.042 0.0024 -0.0026 0.0185
H -4.711 0.313 -3.369 -0.0062 0.0054 -0.0057
H 3.507 -3.182 2.649 0.0275 -0.0252 0.0127
H 2.475 4.475 -2.670 0.0190 -0.0125 -0.0147
H -1.407 -7.301 -1.760 -0.0091 -0.0155 -0.0485
H -0.278 -2.159 -4.579 0.0344 0.0150 -0.0082
H 6.359 2.070 0.777 0.0412 -0.0241 -0.0320
H 1.692 1.612 -1.187 0.0335 0.0509 0.1717
H 2.899 0.521 4.711 0.0128 -0.0025 -0.0043
H 1.204 -3.113 1.844 -0.0276 0.0089 0.0064
H 0.621 0.636 3.873 -0.1296 -0.0887 -0.0899
H -1.305 0.972 0.144 0.0148 0.0669 0.0031
H -2.521 -0.795 -3.555 -0.0068 0.0093 -0.0058
H -2.334 -0.191 6.755 -0.0026 0.0018 0.0117
H -1.515 -3.188 4.113 -0.0275 -0.0284 -0.0429
H -4.201 -4.921 -0.942 0.0029 0.0136 -0.0012
H 2.608 1.526 -6.241 0.0075 0.0092 -0.0022
H 0.520 2.571 -5.415 -0.0051 0.0128 -0.0040
H 5.341 2.185 2.205 -0.0199 0.0001 0.0116
H -3.745 -6.298 -1.953 0.0004 -0.0191 -0.0381
H -1.069 -4.423 -5.199 0.0015 -0.0107 -0.0021
H 5.977 -0.287 0.002 0.0209 0.0037 -0.0361
H 2.457 9.084 -1.642 0.0120 0.0021 -0.0077
H 4.698 -1.442 0.424 -0.0645 -0.0233 -0.0276
H -1.902 -5.953 -3.460 0.0002 -0.0229 -0.0076
H -3.490 -0.007 1.962 -0.0054 -0.0146 -0.0520
H -0.759 7.417 -0.531 -0.0042 0.0127 0.0074
H -4.546 0.663 6.051 -0.0027 0.0095 0.0044
H 0.741 2.761 -1.680 -0.0573 -0.1121 0.0718
H -3.499 2.058 0.361 0.0325 0.0550 -0.0155
H -2.536 -6.582 1.730 -0.0111 -0.0392 0.0123
H -2.242 -5.548 3.939 -0.0120 -0.0222 0.0201
H 3.099 6.841 -2.313 0.0197 0.0051 -0.0016
```
Forces are in eV/Å.

Löwdin population analysis, charges in e, atoms 1 to 2:
1 Cs 1.61
2 Cl 0.58